Entry 1:
Entry from OMol25: C57H43As2Cl3N6ORbS as an isolated structure in a non-equilibrium geometry (the ωB97M-V functional and the def2-TZVPD basis).

Last column: Löwdin charge in e.
Atoms and positions in Å:
Rb -1.22 0.67 0.23  0.68
C -6.14 1.51 -2.41  -0.07
C -7.04 1.32 -1.32  -0.09
C -6.56 1.16 -0.06  -0.05
C -5.20 1.20 0.09  -0.38
N -4.30 1.24 -0.93  0.12
C -4.78 1.38 -2.13  -0.18
N -4.71 1.04 1.38  0.16
C -3.75 1.83 1.82  -0.39
N -3.03 1.60 2.92  0.12
C -1.93 2.43 2.88  -0.38
N -0.90 2.25 3.60  0.16
C 0.35 2.89 3.41  -0.38
C 0.89 3.72 4.40  -0.03
C 2.11 4.35 4.18  -0.07
C 2.76 4.09 2.95  -0.11
C 2.19 3.20 2.09  -0.15
N 1.02 2.57 2.34  0.13
C -2.20 3.52 1.85  -0.13
C -1.56 4.64 1.47  -0.03
C -2.24 5.54 0.66  -0.07
C -3.48 5.27 0.13  -0.07
C -4.06 4.02 0.33  -0.01
C -3.38 3.16 1.19  -0.11
H -6.48 1.57 -3.48  0.11
H -8.12 1.34 -1.42  0.10
H -7.18 0.83 0.83  0.14
H -4.07 1.33 -2.89  0.08
H 0.33 3.79 5.40  0.14
H 2.62 5.05 4.89  0.11
H 3.66 4.61 2.70  0.09
H 2.66 2.99 1.15  0.09
H -0.63 4.91 1.87  0.09
H -1.77 6.48 0.44  0.10
H -4.07 5.87 -0.57  0.10
H -4.97 3.77 -0.18  0.11
Cl 0.37 -2.20 -7.59  0.59
C 0.05 -1.79 -5.92  -0.68
C -0.12 -2.81 -4.98  -0.17
C -0.43 -2.43 -3.68  -0.63
Cl -0.48 -3.73 -2.46  0.62
C -0.80 -1.08 -3.28  -0.56
O -1.19 -0.78 -2.11  -0.30
C -0.63 -0.09 -4.38  -0.65
Cl -1.16 1.48 -4.09  0.72
C -0.23 -0.45 -5.64  -0.18
H -0.02 -3.82 -5.26  0.08
H -0.21 0.28 -6.39  0.08
C 2.90 -2.35 -0.60  -0.43
C 1.88 -2.04 0.46  -0.47
As 2.32 -2.86 2.24  1.33
C 3.47 -1.40 2.71  -0.43
C 4.85 -1.58 2.47  -0.15
C 5.79 -0.62 2.82  -0.10
C 5.37 0.57 3.36  -0.10
C 4.01 0.77 3.60  -0.07
C 3.05 -0.20 3.27  -0.08
C 0.60 -2.43 3.21  -0.37
C 0.18 -3.59 3.86  -0.16
C -0.92 -3.59 4.75  -0.09
C -1.53 -2.39 4.98  -0.14
C -1.14 -1.21 4.39  -0.09
C 0.00 -1.22 3.54  -0.12
As 2.27 -1.44 -2.27  1.39
C 3.82 -2.10 -3.28  -0.37
C 4.99 -1.43 -3.55  -0.09
C 6.03 -2.15 -4.18  -0.09
C 5.81 -3.43 -4.64  -0.13
C 4.62 -4.08 -4.47  -0.09
C 3.60 -3.43 -3.74  -0.10
C 3.03 0.33 -1.89  -0.37
C 3.96 0.58 -0.86  -0.09
C 4.40 1.86 -0.69  -0.13
C 4.06 2.89 -1.50  -0.10
C 3.14 2.67 -2.56  -0.08
C 2.66 1.41 -2.69  -0.13
H 2.80 -3.42 -0.80  0.06
H 3.95 -2.21 -0.34  0.05
H 0.91 -2.42 0.25  0.04
H 1.76 -0.98 0.66  0.04
H 5.15 -2.56 2.06  0.10
H 6.80 -0.91 2.54  0.10
H 6.09 1.26 3.69  0.08
H 3.70 1.76 3.91  0.09
H 1.99 0.04 3.44  0.07
H 0.65 -4.56 3.68  0.07
H -1.31 -4.57 5.10  0.11
H -2.40 -2.30 5.66  0.12
H -1.85 -0.42 4.62  0.10
H 0.27 -0.31 2.96  0.08
H 5.24 -0.43 -3.18  0.10
H 6.94 -1.64 -4.34  0.09
H 6.58 -4.00 -5.13  0.09
H 4.50 -5.06 -4.94  0.11
H 2.62 -3.83 -3.75  0.06
H 4.23 -0.26 -0.25  0.07
H 5.17 2.00 0.05  0.10
H 4.44 3.91 -1.43  0.10
H 2.87 3.44 -3.30  0.11
H 1.86 1.27 -3.45  0.09
S -4.29 -2.71 2.49  1.02
C -2.75 -2.26 1.82  -0.47
N -2.62 -1.99 0.58  0.04
C -3.88 -1.97 0.04  -0.36
C -4.16 -1.69 -1.28  -0.01
C -5.47 -1.84 -1.73  -0.09
C -6.51 -2.40 -0.99  -0.09
C -6.25 -2.65 0.36  -0.09
C -4.95 -2.39 0.83  -0.41
H -1.87 -2.34 2.46  0.04
H -3.33 -1.45 -1.93  0.10
H -5.65 -1.69 -2.78  0.10
H -7.50 -2.47 -1.43  0.10
H -6.92 -3.16 1.02  0.09

The electronic energy comes out at -241531.6469 eV. For the maximum force, the calculation gives 0.057 Eh/bohr. Its frontier orbital gap is 6.55 eV. For the HOMO energy, the calculation gives -0.16715 Ha. The value obtained for the energy above the lowest of the compared OMol25 structures with the same formula, charge and spin is 130.3 kJ/mol. Its net charge is -1.

Entry 2:
Entry from OMol25: a 2-piece molecular cluster, C3H7N2O overall in a non-equilibrium geometry (the ωB97M-V functional and the def2-TZVPD basis).

Last column: Löwdin charge in e.
Atoms and positions in Å:
C 0.13 1.27 -0.13  -0.13
C -4.49 -0.01 -0.13  -0.01
C -0.69 -1.07 0.09  -0.01
N -0.76 0.35 -0.37  0.01
N 1.39 1.11 0.31  0.19
O -5.56 -0.13 0.19  0.06
H -0.13 2.32 -0.35  0.18
H -1.65 0.64 -0.82  0.15
H 0.14 -1.04 0.94  0.12
H -1.75 -1.41 0.42  0.11
H -0.23 -1.72 -0.67  0.10
H 2.15 1.71 0.05  0.13
H 1.73 0.22 0.54  0.09

The electronic energy comes out at -8245.0945 eV. For the maximum force, the calculation gives 0.054 Eh/bohr. Its frontier orbital gap is 11.87 eV. For the HOMO energy, the calculation gives -0.57753 Ha. The value obtained for the energy above the lowest of the compared OMol25 structures with the same formula, charge and spin is 100.8 kJ/mol. Its net charge is +1.

Question: The highest net charge belongs to which entry?
Answer: C3H7N2O

Question: What is the net charge in the first record?
Answer: -1

Question: The highest frontier orbital gap belongs to which entry?
Answer: C3H7N2O

Question: maximum force of number 1 (C57H43As2Cl3N6ORbS)?
Answer: 0.057 Eh/bohr